Entry 1:
{"formula": "C31H29FN", "method": "ωB97M-V with the def2-TZVPD basis set", "elements": ["F", "N", "C", "C", "C", "C", "C", "C", "C", "C", "C", "C", "C", "C", "C", "C", "C", "C", "C", "C", "C", "C", "C", "C", "C", "C", "C", "C", "C", "C", "C", "C", "C", "H", "H", "H", "H", "H", "H", "H", "H", "H", "H", "H", "H", "H", "H", "H", "H", "H", "H", "H", "H", "H", "H", "H", "H", "H", "H", "H", "H", "H"], "positions_angstrom": [[1.264, -1.284, 7.705], [-2.578, -0.591, 1.932], [0.435, 1.441, 2.430], [2.361, 5.396, 6.507], [-3.624, 0.397, 1.922], [5.171, 3.186, 1.552], [2.840, 6.698, 6.634], [2.045, 0.958, 7.552], [4.848, 2.253, 2.552], [0.080, 0.225, 6.294], [1.414, 0.459, 2.750], [0.859, 3.749, 5.241], [-0.885, 1.117, 2.160], [-1.888, 2.185, 1.851], [-2.082, -2.955, 1.862], [-3.165, 1.644, 1.206], [1.224, 7.479, 5.018], [-0.009, 1.493, 5.742], [-0.745, -2.698, 2.555], [-1.280, -0.250, 2.195], [3.451, 1.857, 2.394], [0.966, -0.889, 2.846], [0.973, 2.516, 5.969], [-3.085, -1.898, 2.252], [1.350, 5.061, 5.546], [2.915, 2.711, 1.332], [0.763, 6.178, 4.858], [1.989, 2.197, 6.917], [2.787, 0.791, 2.988], [-0.329, -1.259, 2.531], [2.295, 7.750, 5.887], [1.117, -0.018, 7.200], [3.979, 3.431, 0.765], [2.705, 2.951, 7.206], [-0.126, 6.000, 4.250], [0.030, -3.306, 2.076], [-0.628, -0.564, 6.043], [-1.436, 2.931, 1.185], [5.511, 1.796, 3.281], [0.720, 2.492, 2.407], [-0.903, 1.746, 5.164], [-2.482, -3.933, 2.131], [-3.967, 2.385, 1.242], [0.762, 8.303, 4.467], [-1.936, -2.933, 0.776], [3.650, 6.905, 7.336], [2.805, 0.739, 8.297], [3.378, 0.063, 3.550], [-4.023, -2.010, 1.698], [-4.479, -0.061, 1.414], [1.910, 2.653, 0.934], [-2.966, 1.408, 0.154], [-3.320, -1.948, 3.330], [2.701, 8.761, 5.971], [0.070, 3.737, 4.473], [-0.812, -3.036, 3.600], [-3.931, 0.623, 2.958], [2.710, 4.651, 7.210], [-2.157, 2.714, 2.780], [6.151, 3.627, 1.352], [3.929, 4.089, -0.106], [1.691, -1.658, 3.138]], "total_charge": 1, "largest_force_ev_per_a": 2.36, "homo_lumo_gap_ev": 3.59, "total_energy_ha": -1352.9928, "e_homo_ev": -9.43, "relative_energy_kcal_mol": 0.0}

---

Entry 2:
{"formula": "C5H5F4O3P", "method": "ωB97M-V with the def2-TZVPD basis set", "elements": ["P", "F", "F", "F", "F", "O", "O", "O", "C", "C", "C", "C", "C", "H", "H", "H", "H", "H"], "positions_angstrom": [[1.889, -1.237, 0.023], [-3.737, -1.172, 0.351], [-3.622, 0.084, -1.501], [-0.904, 1.880, 0.017], [-3.572, 1.005, 0.629], [3.390, -1.294, -0.038], [1.351, -1.474, -1.574], [1.062, -2.252, 0.782], [-1.553, -0.418, 0.245], [-2.912, -0.146, 0.003], [2.002, 1.476, 0.423], [1.053, 0.381, 0.199], [-0.499, 0.576, 0.099], [1.925, 1.601, 1.472], [1.863, 2.377, -0.113], [0.476, -1.036, -1.585], [2.964, 1.086, 0.090], [-1.175, -1.435, 0.480]], "total_charge": -2, "largest_force_ev_per_a": 5.95, "homo_lumo_gap_ev": 6.14, "total_energy_ha": -1160.0892, "e_homo_ev": 0.29}

---

Entry 3:
{"formula": "C3AgFO3", "method": "ωB97M-V with the def2-TZVPD basis set", "elements": ["Ag", "F", "O", "O", "O", "C", "C", "C"], "positions_angstrom": [[0.721, 0.852, 2.232], [1.767, -2.021, -2.316], [0.267, -0.493, 0.799], [-1.380, 1.453, 1.387], [-1.879, 1.454, -0.866], [1.270, -1.494, -1.237], [-1.566, 1.271, 0.235], [0.800, -1.020, -0.233]], "largest_force_ev_per_a": 5.25, "multiplicity": 3, "homo_lumo_gap_ev": [6.06, 6.58], "total_energy_ha": -586.6423, "e_homo_ev": [-5.88, -10.16], "relative_energy_kcal_mol": 0.0}

---

Entry 4:
{"formula": "C2H8N2O5PS2", "method": "ωB97M-V with the def2-TZVPD basis set", "elements": ["S", "S", "P", "O", "O", "O", "O", "O", "N", "N", "C", "C", "H", "H", "H", "H", "H", "H", "H", "H"], "positions_angstrom": [[0.830, -1.641, 0.564], [-0.166, -0.667, -1.906], [1.745, 0.300, 0.763], [1.885, -2.664, 0.851], [-0.221, -1.754, 1.628], [-0.972, -1.181, -3.058], [1.055, 0.006, -2.460], [-1.878, 0.099, 0.084], [3.334, 0.197, 0.956], [0.206, -1.996, -0.956], [-1.959, 1.090, 1.088], [-1.275, 0.567, -1.102], [1.191, 0.903, 1.928], [-2.949, 0.997, 1.565], [1.455, 1.128, -0.353], [-1.874, 2.123, 0.713], [-1.214, 0.938, 1.885], [3.594, -0.788, 0.906], [-0.741, 1.523, -0.977], [-2.091, 0.762, -1.820]], "total_charge": -1, "largest_force_ev_per_a": 5.72, "homo_lumo_gap_ev": 8.76, "smiles": "COCS(=O)(=O)N=[S@](=O)([O-])[PH2]=N", "total_energy_ha": -1704.3706, "e_homo_ev": -5.74, "relative_energy_kcal_mol": 91.0}

---

Entry 5:
{"formula": "C25H33N4Ru", "method": "ωB97M-V with the def2-TZVPD basis set", "elements": ["Ru", "N", "N", "N", "N", "C", "C", "C", "C", "C", "C", "C", "C", "C", "C", "C", "C", "C", "C", "C", "C", "C", "C", "C", "C", "C", "C", "C", "C", "C", "H", "H", "H", "H", "H", "H", "H", "H", "H", "H", "H", "H", "H", "H", "H", "H", "H", "H", "H", "H", "H", "H", "H", "H", "H", "H", "H", "H", "H", "H", "H", "H", "H"], "positions_angstrom": [[0.000, 0.000, 0.000], [-1.434, 1.517, 0.000], [1.434, 1.517, 0.000], [-0.284, -1.020, 2.932], [0.000, 0.000, 2.107], [4.565, 0.952, -1.920], [-2.791, 1.496, 0.360], [3.353, 2.526, 1.898], [-3.361, 2.612, -1.848], [5.113, 1.979, 0.194], [-5.114, 1.994, -0.161], [0.176, 0.632, 4.286], [3.203, 0.956, -1.586], [3.758, 1.989, 0.553], [2.792, 1.507, -0.357], [-0.194, -0.694, 4.257], [2.197, 0.375, -2.540], [0.283, 1.016, 2.930], [-2.191, 0.267, 2.489], [-0.707, 2.553, 0.287], [-5.510, 1.428, 1.048], [-1.139, 3.778, 1.048], [0.707, 2.561, -0.257], [-3.760, 2.017, -0.525], [-3.198, 0.896, 1.567], [-0.466, -1.672, 5.332], [5.513, 1.466, -1.038], [0.653, 2.342, 2.381], [1.141, 3.809, -0.978], [-4.560, 0.876, 1.904], [-1.648, -0.530, 1.971], [4.220, 2.649, 2.556], [-0.158, 2.742, 1.764], [0.000, 1.828, 0.000], [2.687, -0.107, -3.393], [-4.889, 0.418, 2.834], [-2.644, 1.966, -2.366], [-4.226, 2.724, -2.511], [-1.481, 1.018, 2.849], [-0.339, -1.216, 6.319], [-0.276, 4.239, 1.536], [-2.916, 3.600, -1.699], [-1.866, 3.531, 1.824], [6.567, 1.452, -1.304], [5.867, 2.359, 0.880], [-0.534, -1.913, 2.520], [-5.869, 2.404, -0.828], [2.871, 3.502, 1.788], [1.585, 4.505, -0.262], [0.853, 3.059, 3.184], [1.545, 1.163, -2.930], [4.896, 0.536, -2.868], [2.666, 1.836, 2.400], [-2.674, -0.177, 3.366], [1.867, 3.587, -1.761], [0.218, -2.523, 5.262], [-1.583, 4.497, 0.354], [0.278, 4.287, -1.451], [0.346, 1.241, 5.163], [1.590, -0.387, -2.041], [-1.493, -2.046, 5.262], [1.554, 2.264, 1.764], [-6.563, 1.404, 1.316]], "total_charge": 3, "largest_force_ev_per_a": 7.63, "multiplicity": 5, "homo_lumo_gap_ev": [6.82, 3.38], "total_energy_ha": -1284.6962, "e_homo_ev": [-15.93, -16.21]}